No. 1
Entry from the OMol25 dataset: C37H38CsN7O4 as an isolated structure (the ωB97M-V functional and the def2-TZVPD basis).

```
87
Properties=species:S:1:pos:R:3
Cs -0.79 0.54 0.70
C -3.27 -7.01 -1.14
C -2.57 -5.75 -0.71
C -1.69 -5.73 0.32
C -1.02 -4.52 0.72
C -0.11 -4.59 1.75
N 0.82 -3.74 2.21
C 1.46 -2.60 1.55
C 2.99 -2.79 1.57
C 3.78 -1.49 1.43
N 3.38 -0.65 0.31
C 4.06 -0.47 -0.80
C 3.66 0.38 -1.83
C 4.44 0.55 -3.01
C 4.03 1.36 -4.02
C 4.85 1.55 -5.28
C 2.79 2.04 -3.89
C 1.99 1.93 -2.80
C 0.70 2.64 -2.59
N -0.40 2.51 -3.20
C -0.53 1.55 -4.28
C -0.76 0.14 -3.73
C -2.04 -0.07 -2.92
N -1.79 -1.13 -1.97
C -2.50 -2.17 -1.96
C -2.25 -3.34 -1.10
C -2.81 -4.54 -1.43
C -1.41 -3.26 0.10
O -1.07 -2.19 0.60
C 2.40 1.09 -1.70
O 1.67 0.94 -0.69
H -2.95 -7.86 -0.55
H -3.07 -7.23 -2.19
H -4.36 -6.91 -1.03
H -1.46 -6.64 0.86
H -0.12 -5.52 2.32
H 1.29 -4.05 3.04
H 1.20 -1.65 2.03
H 1.10 -2.55 0.53
H 3.28 -3.50 0.79
H 3.29 -3.23 2.53
H 4.84 -1.73 1.32
H 3.67 -0.90 2.34
H 2.55 -0.06 0.39
H 4.99 -1.02 -0.90
H 5.38 0.01 -3.09
H 5.81 1.05 -5.21
H 5.03 2.61 -5.46
H 4.32 1.16 -6.15
H 2.48 2.69 -4.71
H 0.70 3.32 -1.73
H 0.35 1.51 -4.92
H -1.38 1.86 -4.90
H 0.08 -0.10 -3.07
H -0.73 -0.58 -4.56
H -2.91 -0.29 -3.56
H -2.28 0.84 -2.35
H -3.33 -2.31 -2.68
H -3.47 -4.59 -2.29
O 2.56 3.33 2.31
C 2.20 3.87 3.51
C 3.09 4.69 4.22
C 2.71 5.26 5.42
C 1.44 5.03 5.93
C 0.56 4.23 5.22
C 0.93 3.63 4.02
C -0.05 2.73 3.29
O 0.36 1.63 2.88
N -1.28 3.25 3.22
N -2.06 2.52 2.38
C -3.32 2.66 2.53
C -4.33 2.04 1.68
C -5.68 2.30 1.98
C -6.68 1.74 1.21
C -6.32 0.92 0.15
C -4.97 0.71 -0.08
N -4.00 1.24 0.65
H 3.39 3.74 2.03
H 4.07 4.87 3.81
H 3.42 5.89 5.96
H 1.14 5.48 6.86
H -0.44 4.06 5.59
H -3.72 3.29 3.34
H -5.91 2.95 2.81
H -7.72 1.94 1.44
H -7.06 0.46 -0.49
H -4.65 0.07 -0.90
```

Summary:
Total charge = 0
Orbital gap = 5.99 eV
Energy above the lowest of the compared OMol25 structures with the same formula, charge and spin = 35.50 kcal per mole
Total energy = -58153.0840 eV
LUMO level = -0.513 eV

Results of the Löwdin charge analysis, in e, for atoms 1 through 2: Cs 1.270; C -0.058

---

No. 2
Entry from the OMol25 dataset: C37H39AgFN3O3Sb as an isolated structure at a distorted geometry (the ωB97M-V functional and the def2-TZVPD basis).

```
85
Properties=species:S:1:pos:R:3
Ag 13.59 8.55 11.09
C 7.84 10.15 5.87
C 7.63 9.96 7.36
N 8.83 10.16 8.16
C 9.59 9.04 8.44
C 10.76 9.06 9.15
C 11.72 7.87 9.38
O 12.69 7.82 8.58
O 11.59 7.23 10.46
C 11.15 10.32 9.78
O 12.15 10.48 10.61
C 10.34 11.51 9.49
C 10.74 12.76 9.96
C 10.05 13.88 9.54
F 10.48 15.05 10.05
C 8.89 13.85 8.68
C 8.44 12.56 8.33
C 9.19 11.42 8.67
N 8.34 15.00 8.15
C 7.94 15.08 6.75
C 8.91 16.02 6.04
N 9.01 17.36 6.72
C 9.14 17.31 8.23
C 8.19 16.27 8.86
H 6.93 9.89 5.28
H 8.68 9.51 5.50
H 8.09 11.20 5.63
H 7.28 8.93 7.57
H 6.85 10.66 7.74
H 9.24 8.07 8.06
H 11.59 12.83 10.62
H 7.56 12.52 7.70
H 6.89 15.46 6.68
H 8.00 14.10 6.28
H 8.62 16.16 5.00
H 9.91 15.57 6.05
H 8.14 17.87 6.52
H 9.75 17.94 6.30
H 8.92 18.32 8.63
H 10.19 17.05 8.48
H 7.12 16.60 8.77
H 8.40 16.12 9.92
C 18.51 11.27 8.44
C 18.66 9.80 8.20
C 19.72 9.35 7.40
C 19.92 7.97 7.17
C 19.06 7.04 7.72
C 17.98 7.52 8.51
C 17.77 8.87 8.76
Sb 15.98 9.28 10.16
C 16.81 8.36 12.06
C 15.91 7.54 12.74
C 16.18 7.02 14.00
C 17.45 7.23 14.52
C 18.42 7.94 13.80
C 18.09 8.55 12.57
C 19.17 9.34 11.86
C 15.81 11.48 10.49
C 16.24 12.02 11.70
C 16.12 13.38 11.96
C 15.58 14.22 10.98
C 15.12 13.68 9.79
C 15.21 12.31 9.54
C 14.69 11.78 8.25
H 19.42 11.78 8.05
H 18.41 11.50 9.52
H 17.59 11.66 7.91
H 20.40 10.10 6.95
H 20.77 7.67 6.55
H 19.14 5.97 7.58
H 17.30 6.81 8.98
H 14.93 7.30 12.29
H 15.42 6.51 14.58
H 17.73 6.86 15.48
H 19.43 8.10 14.19
H 19.86 9.81 12.58
H 18.71 10.13 11.21
H 19.75 8.65 11.20
H 16.65 11.38 12.46
H 16.50 13.76 12.89
H 15.52 15.32 11.13
H 14.66 14.34 9.02
H 14.17 12.56 7.64
H 13.96 10.97 8.40
H 15.52 11.35 7.65
```

Summary:
Total charge = +1
Orbital gap = 6.27 eV
Energy above the lowest of the compared OMol25 structures with the same formula, charge and spin = 0.00 kcal per mole
Total energy = -62860.7910 eV
LUMO level = -3.415 eV

Results of the Löwdin charge analysis, in e, for atoms 1 through 2: Ag 0.627; C -0.075

---

No. 3
Entry from the OMol25 dataset: C37H39AuN2O2P3 as an isolated structure (the ωB97M-V functional and the def2-TZVPD basis).

```
84
Properties=species:S:1:pos:R:3
Au 0.24 0.07 -0.43
C -2.59 0.05 -2.15
P -1.62 1.31 -1.21
C -2.77 2.16 -0.11
C -2.58 2.30 1.26
C -3.51 2.98 2.02
C -4.64 3.52 1.43
C -4.84 3.37 0.06
C -3.91 2.70 -0.71
C -1.06 2.54 -2.40
C -1.12 3.90 -2.15
C -0.57 4.80 -3.06
C 0.04 4.33 -4.21
C 0.09 2.97 -4.47
C -0.45 2.07 -3.57
C -1.72 -1.12 -2.45
C -1.87 -2.22 -3.27
C -0.65 -2.95 -3.23
C 0.20 -2.26 -2.40
C 1.61 -2.45 -1.93
P 1.58 -1.87 -0.19
C 3.24 -1.80 0.49
C 4.36 -1.76 -0.35
C 5.63 -1.65 0.20
C 5.79 -1.57 1.57
C 4.68 -1.60 2.41
C 3.41 -1.71 1.87
C 0.68 -3.18 0.67
C -0.69 -3.34 0.42
C -1.36 -4.41 0.99
C -0.69 -5.33 1.79
C 0.67 -5.18 2.01
C 1.35 -4.11 1.45
N -0.45 -1.15 -1.93
H -2.95 0.54 -3.06
H -3.45 -0.21 -1.52
H -1.72 1.83 1.73
H -3.36 3.07 3.09
H -5.37 4.04 2.03
H -5.73 3.79 -0.40
H -4.07 2.60 -1.78
H -1.61 4.27 -1.26
H -0.62 5.86 -2.86
H 0.46 5.03 -4.92
H 0.56 2.60 -5.38
H -0.39 1.00 -3.76
H -2.74 -2.46 -3.85
H -0.42 -3.85 -3.76
H 2.32 -1.85 -2.51
H 1.93 -3.50 -1.95
H 4.24 -1.84 -1.42
H 6.49 -1.63 -0.45
H 6.78 -1.48 1.99
H 4.80 -1.54 3.48
H 2.54 -1.69 2.52
H -1.24 -2.64 -0.19
H -2.42 -4.53 0.79
H -1.22 -6.16 2.23
H 1.20 -5.89 2.63
H 2.42 -4.02 1.63
C 2.99 1.41 1.40
P 1.56 1.83 0.39
C 2.24 2.74 -1.02
C 0.73 3.09 1.38
H 3.47 2.33 1.74
H 3.71 0.83 0.81
H 2.65 0.82 2.25
H 2.89 3.54 -0.66
H 1.44 3.17 -1.62
H 2.81 2.06 -1.65
H 1.44 3.90 1.57
H 0.42 2.66 2.33
H -0.14 3.49 0.86
O -3.12 -0.96 0.61
C -2.35 -0.97 1.56
C -2.69 -1.42 2.97
C -1.36 -1.34 3.70
C -0.42 -0.71 2.68
O 0.75 -0.40 2.88
N -1.05 -0.56 1.48
H -3.12 -2.42 2.93
H -3.46 -0.76 3.37
H -0.95 -2.33 3.95
H -1.37 -0.76 4.62
```

Summary:
Total charge = +1
Orbital gap = 6.60 eV
Energy above the lowest of the compared OMol25 structures with the same formula, charge and spin = 1.51 kcal per mole
Total energy = -77633.4125 eV
LUMO level = -3.648 eV

Results of the Löwdin charge analysis, in e, for atoms 1 through 2: Au 0.820; C -0.222